Entry 1:
Density functional theory data (ωB97M-V with the def2-TZVPD basis set) for an isolated molecule of C18H21N3O2 in a non-equilibrium geometry.

Atoms and positions in Å:
O1 -2.18554 3.24360 1.73300
O2 -0.69917 -0.31310 -2.48453
N1 1.23096 -2.06055 -1.64862
N2 1.47892 -0.92223 -2.29425
N3 1.44870 -6.44326 0.76230
C1 2.97611 -4.91145 -0.24087
C2 -3.23865 1.15346 2.39239
C3 -1.14325 3.71877 -0.29300
C4 0.98910 1.20124 -3.31222
C5 1.92779 -4.06353 -0.60185
C6 -0.32768 1.84627 0.96290
C7 1.65854 2.10537 -2.25998
C8 -0.20526 3.47396 -1.27093
C9 0.45286 -5.63973 0.42029
C10 0.62894 -4.44709 -0.25688
C11 0.46286 -0.06741 -2.66868
C12 0.61353 1.61596 -0.02487
C13 -3.30113 3.23728 3.80768
C14 -1.22563 2.90092 0.83622
C15 2.18563 -2.82670 -1.31011
C16 0.68776 2.41520 -1.15395
C17 2.67754 -6.08186 0.43595
C18 -2.47260 2.39860 2.83951
H1 2.54346 1.61207 -1.85060
H2 2.44833 -0.67173 -2.50964
H3 -0.53428 -5.97695 0.70828
H4 3.46038 -6.76757 0.73376
H5 -0.16533 4.11288 -2.14160
H6 -4.18837 1.44840 1.95264
H7 1.98004 3.02783 -2.74766
H8 -3.54959 2.65328 4.68919
H9 -1.83785 4.53934 -0.38012
H10 3.23449 -2.58662 -1.53637
H11 1.69905 0.95434 -4.10483
H12 -1.53514 2.10582 3.33531
H13 -0.19987 -3.81225 -0.52325
H14 3.99827 -4.66127 -0.48457
H15 -4.21796 3.55906 3.32123
H16 -2.74255 4.11924 4.10968
H17 1.29879 0.78837 0.09651
H18 -0.34754 1.19146 1.81972
H19 0.13841 1.72523 -3.74800
H20 -3.42814 0.50655 3.24476
H21 -2.67496 0.59878 1.64606

## Properties
Charge: 0
SMILES string: CC(C)Oc1ccc(CCC(=O)N/N=C/c2ccncc2)cc1
LUMO: 0.01 eV
Gap between HOMO and LUMO: 8.293 eV
Maximum force: 1.14 eV/Å

Atomic partial charges in e from the natural (NBO) method, atoms 1 to 4:
1. O -0.5004
2. O -0.5536
3. N -0.1757
4. N -0.4573

Entry 2:
Density functional theory data (ωB97M-V with the def2-TZVPD basis set) for an isolated molecule of C18H21N3O2S in a non-equilibrium geometry.

Atoms and positions in Å:
S1 -2.87939 1.48812 -1.44049
O1 -0.70789 3.48073 0.97669
O2 3.02688 -2.81681 -0.57090
N1 -2.30784 2.05747 1.70469
N2 0.64129 -2.26069 1.90178
N3 1.55288 -2.92806 1.19548
C1 -3.34442 3.05705 1.73112
C2 -3.48669 2.96241 -0.75156
C3 3.35452 -2.23577 -1.82172
C4 -0.22620 1.15150 0.92050
C5 1.43938 -0.96595 0.19417
C6 -0.29381 0.00268 1.66700
C7 2.07115 -2.21591 0.17598
C8 1.94663 -4.25748 1.58039
C9 2.22091 -2.33966 -2.83473
C10 0.54348 -1.06713 1.31498
C11 1.48772 0.23319 -0.54284
C12 -2.04650 2.35766 -2.66680
C13 3.23636 -4.23543 2.39457
C14 -3.04881 4.04071 -1.45249
C15 -4.27967 2.93039 0.50977
C16 -2.22731 3.69538 -2.54956
C17 -1.07761 2.34296 1.19322
C18 0.67290 1.26070 -0.16904
H1 3.50165 -5.24497 2.69563
H2 -2.84020 4.02588 1.70982
H3 3.66019 -1.19322 -1.68115
H4 -3.92254 2.96451 2.65489
H5 3.10473 -3.62505 3.28448
H6 4.04669 -3.82196 1.79944
H7 -4.99114 3.75771 0.52524
H8 -1.78841 4.41643 -3.21568
H9 -1.47555 1.81648 -3.39481
H10 -4.83343 1.99075 0.57512
H11 -3.29867 5.05365 -1.19271
H12 1.34574 -1.79409 -2.48947
H13 1.12630 -4.66702 2.17233
H14 0.68914 2.19914 -0.70233
H15 2.08509 -4.85016 0.67223
H16 4.22108 -2.80951 -2.16088
H17 -0.93711 -0.09791 2.52719
H18 2.15478 0.35243 -1.38325
H19 2.54267 -1.92347 -3.78515
H20 -2.60461 1.09382 1.70992
H21 1.94563 -3.38150 -2.98111

## Properties
Charge: 0
SMILES string: CCOc1c2ccc(C(=O)NCCc3cccs3)cc2nn1CC
LUMO: 0.57 eV
Gap between HOMO and LUMO: 8.229 eV
Maximum force: 1.18 eV/Å

Atomic partial charges in e from the natural (NBO) method, atoms 1 to 4:
1. S 0.4190
2. O -0.6173
3. O -0.4928
4. N -0.6235

Entry 3:
Density functional theory data (ωB97M-V with the def2-TZVPD basis set) for an isolated molecule of C18H21N3O3.

Atoms and positions in Å:
O1 -4.68214 -0.82339 0.51783
O2 -1.71855 -0.87174 -2.14047
O3 3.60117 -2.93353 0.52753
N1 3.50912 0.03790 0.36770
N2 -1.48416 0.61898 -0.45528
N3 1.51045 -2.95058 -0.37225
C1 1.52328 -4.39781 -0.39012
C2 0.39664 -2.30753 -0.80738
C3 1.72645 1.20290 -0.42713
C4 -6.01775 -0.39187 0.45595
C5 -3.50056 1.33619 0.74661
C6 -3.84267 -0.04142 1.32903
C7 3.04472 1.29067 0.09242
C8 1.39839 -0.18918 -0.43341
C9 1.08316 2.36834 -0.84915
C10 0.26609 -0.95304 -0.83155
C11 -1.06013 -0.40339 -1.23463
C12 4.81682 -0.25960 0.88427
C13 1.73213 3.57354 -0.70608
C14 2.63913 -2.29692 0.10786
C15 3.68877 2.51609 0.24079
C16 3.01486 3.64891 -0.15564
C17 -2.78573 1.22402 -0.59859
C18 2.53222 -0.86430 0.03611
H1 -4.29315 0.08871 2.32626
H2 1.24748 4.48215 -1.03100
H3 -3.35172 0.58152 -1.27796
H4 3.48869 4.61405 -0.05531
H5 -6.44214 -0.27245 1.46112
H6 1.39825 -4.76459 -1.40920
H7 4.95171 0.20564 1.86345
H8 -2.69055 2.22136 -1.04782
H9 -6.12487 0.55296 -0.08824
H10 0.10686 2.32473 -1.30535
H11 0.72352 -4.79362 0.23670
H12 -0.42055 -2.93501 -1.12946
H13 5.58616 0.11521 0.20549
H14 -4.41197 1.92059 0.61497
H15 4.68795 2.57375 0.64414
H16 -0.89218 0.94917 0.29047
H17 4.91330 -1.33921 0.97973
H18 -2.86528 1.86399 1.46182
H19 2.48703 -4.72283 0.00044
H20 -2.92706 -0.63059 1.43153
H21 -6.56320 -1.16876 -0.07620

## Properties
Charge: 0
SMILES string: COCCCNC(=O)c1cn(C)c(=O)c2c1c1ccccc1n2C
LUMO: 0.41 eV
Gap between HOMO and LUMO: 8.068 eV
Maximum force: 0.88 eV/Å

Atomic partial charges in e from the natural (NBO) method, atoms 1 to 4:
1. O -0.5342
2. O -0.6166
3. O -0.6565
4. N -0.3168

Please write out number 3 again, unchanged.
Density functional theory data (ωB97M-V with the def2-TZVPD basis set) for an isolated molecule of C18H21N3O3.

Atoms and positions in Å:
O1 -4.68214 -0.82339 0.51783
O2 -1.71855 -0.87174 -2.14047
O3 3.60117 -2.93353 0.52753
N1 3.50912 0.03790 0.36770
N2 -1.48416 0.61898 -0.45528
N3 1.51045 -2.95058 -0.37225
C1 1.52328 -4.39781 -0.39012
C2 0.39664 -2.30753 -0.80738
C3 1.72645 1.20290 -0.42713
C4 -6.01775 -0.39187 0.45595
C5 -3.50056 1.33619 0.74661
C6 -3.84267 -0.04142 1.32903
C7 3.04472 1.29067 0.09242
C8 1.39839 -0.18918 -0.43341
C9 1.08316 2.36834 -0.84915
C10 0.26609 -0.95304 -0.83155
C11 -1.06013 -0.40339 -1.23463
C12 4.81682 -0.25960 0.88427
C13 1.73213 3.57354 -0.70608
C14 2.63913 -2.29692 0.10786
C15 3.68877 2.51609 0.24079
C16 3.01486 3.64891 -0.15564
C17 -2.78573 1.22402 -0.59859
C18 2.53222 -0.86430 0.03611
H1 -4.29315 0.08871 2.32626
H2 1.24748 4.48215 -1.03100
H3 -3.35172 0.58152 -1.27796
H4 3.48869 4.61405 -0.05531
H5 -6.44214 -0.27245 1.46112
H6 1.39825 -4.76459 -1.40920
H7 4.95171 0.20564 1.86345
H8 -2.69055 2.22136 -1.04782
H9 -6.12487 0.55296 -0.08824
H10 0.10686 2.32473 -1.30535
H11 0.72352 -4.79362 0.23670
H12 -0.42055 -2.93501 -1.12946
H13 5.58616 0.11521 0.20549
H14 -4.41197 1.92059 0.61497
H15 4.68795 2.57375 0.64414
H16 -0.89218 0.94917 0.29047
H17 4.91330 -1.33921 0.97973
H18 -2.86528 1.86399 1.46182
H19 2.48703 -4.72283 0.00044
H20 -2.92706 -0.63059 1.43153
H21 -6.56320 -1.16876 -0.07620

## Properties
Charge: 0
SMILES string: COCCCNC(=O)c1cn(C)c(=O)c2c1c1ccccc1n2C
LUMO: 0.41 eV
Gap between HOMO and LUMO: 8.068 eV
Maximum force: 0.88 eV/Å

Atomic partial charges in e from the natural (NBO) method, atoms 1 to 4:
1. O -0.5342
2. O -0.6166
3. O -0.6565
4. N -0.3168

What is the formula in the third record?
C18H21N3O3

Number 1 is which compound?
C18H21N3O2

Among the records above, which one has the highest LUMO?
C18H21N3O2S